{"formula": "C16H15N7O5S4", "method": "ωB97M-V/def2-TZVPD", "e_tot_ev": -80843.2013, "gap_ev": 8.4, "spin_multiplicity": 1, "e_homo_ev": -8.45, "fmax_ev_per_a": 4.1, "charge": 0, "species": ["O", "O", "O", "O", "N", "N", "N", "O", "S", "S", "S", "S", "C", "C", "C", "C", "C", "C", "C", "C", "C", "C", "C", "N", "N", "N", "N", "C", "C", "C", "C", "C", "H", "H", "H", "H", "H", "H", "H", "H", "H", "H", "H", "H", "H", "H", "H"], "coordinates": [[3.90153, -1.86585, -1.84237], [-3.52618, 3.17456, 0.03736], [-3.17663, 0.59108, -3.05307], [0.47314, -2.07179, -1.15176], [7.83305, 0.42135, 3.82482], [7.01873, 0.03254, 4.74885], [-4.67379, -1.64213, 0.20778], [3.70209, -1.88355, 0.41810], [-6.40119, -2.73140, -1.43882], [6.98364, 0.88985, 2.42140], [3.82611, 0.69952, 2.39561], [0.43731, 2.05731, -0.56410], [3.47753, -1.32300, -0.80400], [-3.62764, 2.29201, 0.86743], [-3.02878, 0.39531, -1.87189], [0.53291, -1.00899, -1.74781], [-5.43789, -2.66651, 0.02714], [5.67720, 0.15368, 4.40766], [-5.77578, -1.18803, -1.80711], [5.44514, 0.52404, 3.12983], [2.69206, -0.06056, -0.92738], [3.05565, 1.11018, -0.26570], [-4.88393, -0.77709, -0.83540], [-5.45331, -3.69733, 0.90585], [-3.76741, 0.95196, 0.46121], [1.57123, -0.08540, -1.77745], [-1.77353, 0.09325, -1.38169], [4.27047, 1.16198, 0.65409], [2.25511, 2.41462, -0.45438], [-4.21785, 0.56498, -0.89278], [0.58528, 0.98921, -2.02635], [-0.55836, -0.03672, -2.19418], [4.11139, -2.75481, 0.28491], [-3.42253, 2.50198, 1.92494], [4.88499, -0.10907, 5.07415], [-6.07562, -0.58778, -2.63782], [-5.09874, -3.50107, 1.84700], [-6.13227, -4.44388, 0.81717], [-3.86700, 0.24003, 1.19210], [-1.70425, -0.16989, -0.39423], [5.07076, 0.50227, 0.24662], [4.67583, 2.18612, 0.64547], [2.59620, 2.91689, -1.37449], [2.42372, 3.05942, 0.42758], [-4.85894, 1.30934, -1.32669], [0.74532, 1.58141, -2.94851], [-0.78477, -0.21007, -3.24905]], "atomic_forces_ev_per_a": [[-1.0608, 1.3700, 2.5954], [-0.5308, -0.1230, 0.5226], [-0.5282, -0.0430, -0.4879], [0.3064, 1.2076, -1.3737], [-1.2932, -0.4163, 0.3837], [-0.1796, 0.8636, -0.8101], [-0.2110, 0.5752, -0.3950], [-0.6287, 1.1606, -0.6988], [0.3687, 0.0419, 0.6937], [-0.4705, -0.3981, 0.5759], [0.9853, 0.0734, -0.3055], [0.4783, 0.2590, -0.1866], [1.3009, -2.8154, -2.6126], [0.9919, -0.8646, -2.2232], [1.2414, 0.7722, -0.5638], [-0.5835, -2.6149, 3.1246], [-0.2056, -1.1388, 0.1252], [0.9918, -0.6397, 0.0948], [1.2477, 1.0778, 1.0112], [-0.0403, 0.9685, -1.2684], [0.2763, 2.7197, 1.9840], [-0.7102, -1.5221, -0.8234], [-1.6303, -0.0517, -1.2628], [-0.0325, -0.6770, 0.9874], [-0.5306, 0.6390, 1.1568], [-0.5317, -0.1204, -0.8355], [0.6043, -0.6974, 0.9009], [0.2393, -0.1560, -0.6209], [0.0864, -1.1118, 0.1184], [1.9059, -0.6120, 1.1883], [0.3637, 1.7748, -0.1853], [-0.3687, -0.0766, -0.1360], [0.0304, 0.2514, -0.2971], [-0.3622, -0.5258, 0.1649], [0.0002, -0.2075, 0.5744], [-0.1327, -0.0252, -0.4053], [-0.2526, -0.1964, -0.8037], [0.2379, 0.4061, 0.0613], [-0.1076, 0.3710, -0.5441], [0.0376, 0.2616, -0.6208], [-0.5356, 0.2242, 0.5714], [-0.1447, -0.3093, 0.1225], [-0.2129, 0.0475, 0.4100], [-0.2213, -0.2013, -0.5261], [-0.1801, 0.3722, -0.1649], [0.3409, -0.2274, 0.6114], [-0.3495, 0.3344, 0.1726]]}